(1)
{
  "formula": "C59H78BrClGeKN7O2P2Se2Si2",
  "method": "ωB97M-V/def2-TZVPD",
  "symbols": ["C", "H", "C", "C", "H", "H", "H", "H", "N", "H", "H", "H", "H", "H", "H", "H", "C", "H", "C", "H", "H", "H", "K", "N", "H", "C", "C", "N", "C", "C", "Se", "C", "C", "C", "P", "C", "C", "Se", "Br", "H", "C", "H", "H", "H", "H", "H", "Cl", "C", "O", "C", "H", "C", "Ge", "H", "H", "C", "H", "C", "C", "C", "Si", "H", "O", "H", "C", "C", "H", "H", "C", "C", "H", "H", "H", "H", "C", "C", "H", "H", "N", "C", "H", "H", "C", "C", "N", "C", "H", "H", "C", "H", "H", "C", "H", "H", "N", "C", "H", "C", "H", "H", "C", "H", "C", "H", "C", "C", "H", "H", "H", "C", "N", "H", "C", "H", "H", "H", "C", "H", "H", "C", "H", "H", "C", "H", "H", "H", "Si", "C", "H", "H", "C", "H", "C", "C", "H", "H", "P", "C", "C", "C", "C", "H", "H", "C", "C", "C", "H", "H", "C", "H", "H", "H", "C", "H", "H", "C"],
  "positions_angstrom": [[3.524, -2.344, -2.461], [6.432, -1.241, -1.968], [-2.884, 5.925, -0.109], [4.518, 2.508, 1.137], [-7.282, 2.453, 2.171], [4.198, -0.449, 2.539], [4.527, 1.840, -2.202], [-6.962, -2.965, 3.844], [3.502, -2.041, -1.028], [-3.250, 2.162, -0.284], [4.601, -0.975, 0.364], [3.023, 2.671, -4.179], [-0.866, 3.852, 1.863], [-0.675, 2.985, -2.985], [5.569, -0.424, 3.671], [-1.439, -3.820, -2.773], [-3.583, 1.985, -1.305], [7.001, 2.275, 4.205], [3.208, 2.720, 1.814], [0.062, 2.845, 4.001], [-2.716, 1.633, -3.233], [0.932, -2.450, 2.051], [0.791, 0.510, -0.487], [5.717, -3.175, -1.648], [-1.745, -5.618, -0.657], [-1.456, 3.079, -2.224], [1.846, 3.913, 3.398], [-1.507, -0.271, 0.774], [-1.489, 4.070, 0.995], [-5.368, -3.404, 2.470], [0.286, -2.588, -0.967], [-1.661, -4.234, 0.987], [2.891, 1.795, -4.804], [-1.573, -6.629, 1.230], [-1.618, -2.790, -0.108], [-1.445, -6.479, 2.609], [-2.896, -3.038, -1.418], [-4.500, -1.439, 4.853], [4.697, 2.991, -6.674], [6.159, 1.565, -1.549], [5.022, -3.929, -0.587], [-2.033, 3.981, -2.456], [-4.920, -6.397, 0.939], [-4.156, 2.870, -1.612], [3.711, 4.657, 2.604], [-8.799, 1.515, 0.448], [1.796, -3.613, 3.984], [-5.126, -2.783, -2.328], [1.702, 1.825, -2.270], [4.837, -3.098, -2.821], [0.510, 0.967, 2.454], [-7.892, -0.428, 0.497], [-0.421, 3.491, -0.582], [3.830, 0.373, -7.726], [-5.324, 0.863, -0.635], [-1.525, -4.085, 2.364], [-2.241, 5.858, 1.936], [5.958, -1.810, -1.161], [1.761, -2.293, 2.741], [-7.118, -4.962, 3.081], [4.974, 3.440, -0.396], [-6.992, -6.924, 2.203], [0.442, 0.042, -2.817], [-0.950, 6.160, 0.782], [-8.031, 0.893, 0.895], [-4.469, 0.749, -1.304], [0.189, 4.863, -0.984], [2.816, -3.941, -0.520], [4.826, 0.202, 3.163], [-6.543, -5.940, 2.272], [-3.922, -4.190, 1.108], [7.130, 1.040, 0.245], [3.443, -1.402, -3.012], [5.379, -2.591, -3.624], [-1.414, -5.213, 3.172], [-6.532, -3.712, 3.188], [-3.047, -4.135, -4.634], [6.853, 4.949, -0.947], [2.307, 1.719, 1.756], [-2.484, -3.565, -2.644], [-3.982, 7.656, -0.865], [-2.369, 3.434, 1.095], [-3.263, -1.147, 1.806], [-2.209, -1.422, 0.905], [-3.144, 0.168, 2.128], [-3.388, -3.729, -3.688], [8.092, 1.540, 1.646], [5.861, 2.939, -2.633], [3.643, -3.283, -0.256], [-1.344, -7.355, 3.241], [3.130, 5.074, -0.092], [-1.852, 5.559, 0.954], [-5.414, -3.450, -4.351], [-1.482, -3.099, 2.811], [2.536, -0.498, -6.360], [-4.221, -2.629, -1.286], [-2.337, 8.014, -0.329], [-6.900, -1.223, 1.067], [7.399, -0.091, 1.575], [3.517, -3.039, 0.804], [2.979, 3.857, 2.599], [6.670, -1.866, -0.337], [-2.365, 1.839, -2.214], [4.157, 0.623, 3.926], [-5.390, -5.649, 1.566], [3.572, 4.528, -0.935], [-8.546, -0.842, -0.261], [-4.551, -2.144, -0.382], [1.672, 4.772, 4.035], [2.061, 0.775, -4.373], [-2.089, 0.662, 1.513], [7.289, 3.899, 0.422], [6.292, 2.784, 3.538], [6.233, 5.302, 0.686], [2.783, 3.911, -1.382], [-1.584, -7.619, 0.788], [7.214, 0.961, 1.335], [-1.281, -5.086, 4.238], [-3.790, 5.332, 0.055], [1.210, 1.800, 2.522], [1.749, -1.328, 3.256], [3.903, 5.258, -1.683], [5.430, 2.334, -1.824], [-5.522, 1.026, 3.184], [-8.017, -5.182, 3.644], [2.642, -2.940, -2.702], [5.678, 1.572, 2.240], [-1.667, -5.509, 0.420], [-2.499, 5.637, -1.091], [5.672, -3.945, 0.291], [1.916, -0.347, -5.182], [1.271, -1.151, -4.843], [6.479, 4.497, -0.019], [4.617, -1.153, -0.712], [4.631, -4.118, -3.154], [5.462, 3.167, 4.145], [-4.708, -1.720, 2.763], [1.330, 0.888, -3.038], [0.951, 2.855, 3.384], [3.529, 1.641, -6.019], [-4.815, -4.384, 1.663], [-6.795, -2.254, 0.749], [-6.147, -2.435, -2.207], [3.333, 0.494, -6.769], [-4.712, -3.341, -3.530], [-6.196, 0.627, 2.438], [-4.845, 0.521, -2.309], [4.452, -0.196, -1.209], [-6.049, -0.703, 2.038], [-3.894, -0.115, -0.963], [-3.610, 7.730, 0.862], [6.802, 3.641, 3.076], [-7.181, 1.418, 1.865], [-1.793, 0.954, -1.917], [4.907, -4.960, -0.929], [-3.226, 7.413, -0.113]],
  "lowdin_charge": [-0.1705, 0.1056, -0.2887, -0.1766, 0.0986, 0.0103, 0.0162, 0.0854, -0.1710, 0.0627, 0.1023, 0.1120, 0.0177, 0.0451, 0.0377, 0.0525, -0.2727, 0.0318, -0.3709, 0.1095, 0.1104, -0.1341, 0.5279, -0.1684, 0.1013, -0.3517, -0.0708, -0.0749, -0.3675, -0.3567, 0.5007, -0.3785, -0.0592, -0.0958, 0.5985, -0.0870, -0.3065, 0.2190, 0.6822, 0.0110, -0.1539, 0.0443, 0.1028, 0.1055, 0.1114, 0.0942, 0.1967, -0.0843, -0.1988, -0.1610, 0.0954, -0.0970, 0.9772, 0.0904, 0.0596, -0.0881, 0.1040, -0.1629, -0.6654, -0.0883, 0.4360, 0.0943, -0.1586, 0.0895, -0.1070, -0.0921, -0.0472, 0.0722, -0.1712, -0.0964, 0.0614, 0.0048, 0.1035, 0.1041, -0.0744, -0.1261, 0.0977, 0.0277, 0.1010, -0.1138, 0.0611, 0.0363, -0.4097, -0.4240, -0.0246, -0.0859, 0.0249, 0.0393, -0.1797, 0.0955, 0.0277, -0.3177, 0.0941, 0.1061, 0.0670, -0.1037, 0.0680, -0.0969, 0.0267, 0.0787, -0.0497, 0.0986, -0.2800, 0.0411, -0.0673, -0.1702, 0.0962, 0.0702, 0.1016, -0.1041, -0.0458, 0.0198, -0.1832, 0.0282, 0.0067, 0.0940, -0.1710, 0.1020, 0.1095, -0.1449, -0.1141, 0.0357, -0.1623, 0.0818, 0.0961, 0.0821, 0.4507, -0.1029, 0.0794, 0.1067, -0.0819, 0.1213, -0.1821, -0.1449, 0.1056, 0.0249, 0.5336, -0.6871, -0.0793, -0.6683, -0.0723, 0.0979, 0.0997, -0.2140, -0.0977, -0.1009, 0.0763, 0.0924, -0.3389, 0.0457, 0.0655, 0.0213, -0.0858, 0.0815, 0.1022, -0.1268],
  "charge": -2,
  "de_lowest_kj_mol": 541.5,
  "energy_ha": -14604.46350,
  "multiplicity": 1,
  "homo_lumo_gap_ev": [3.14, 3.31]
}

(2)
{
  "formula": "C5H5NO",
  "method": "ωB97M-V/def2-TZVPD",
  "symbols": ["C", "H", "C", "C", "H", "N", "O", "H", "C", "H", "C", "H"],
  "positions_angstrom": [[1.369, 1.535, -1.647], [0.494, -0.043, 2.173], [-1.136, 0.346, 0.698], [0.279, 0.155, 1.129], [1.037, 0.718, 0.598], [0.223, -1.429, -2.111], [2.175, 1.396, -2.434], [-1.320, 1.030, -0.126], [-0.062, -1.214, -1.007], [-0.706, -1.835, 0.924], [-0.422, -0.946, 0.367], [-1.930, 0.288, 1.437]],
  "lowdin_charge": [0.0202, 0.1056, -0.1082, -0.1230, 0.0489, 0.1486, 0.0525, 0.1039, -0.2153, 0.1380, -0.2750, 0.1038],
  "de_lowest_kj_mol": 128.2,
  "energy_ha": -323.47084,
  "multiplicity": 1,
  "homo_lumo_gap_ev": 11.78
}

- multiplicity of number 1 (C59H78BrClGeKN7O2P2Se2Si2)?
  1

Please write out number 2 again, unchanged.
{
  "formula": "C5H5NO",
  "method": "ωB97M-V/def2-TZVPD",
  "symbols": ["C", "H", "C", "C", "H", "N", "O", "H", "C", "H", "C", "H"],
  "positions_angstrom": [[1.369, 1.535, -1.647], [0.494, -0.043, 2.173], [-1.136, 0.346, 0.698], [0.279, 0.155, 1.129], [1.037, 0.718, 0.598], [0.223, -1.429, -2.111], [2.175, 1.396, -2.434], [-1.320, 1.030, -0.126], [-0.062, -1.214, -1.007], [-0.706, -1.835, 0.924], [-0.422, -0.946, 0.367], [-1.930, 0.288, 1.437]],
  "lowdin_charge": [0.0202, 0.1056, -0.1082, -0.1230, 0.0489, 0.1486, 0.0525, 0.1039, -0.2153, 0.1380, -0.2750, 0.1038],
  "de_lowest_kj_mol": 128.2,
  "energy_ha": -323.47084,
  "multiplicity": 1,
  "homo_lumo_gap_ev": 11.78
}